(a)
Molecular formula: C2H7N3
Method: DFT, wB97M-V/def2-TZVPD

Summary:
Kohn-Sham gap ... 9.13 eV
Total charge ... 0
E_LUMO ... 0.47 eV

Last column: Mulliken charge in e.
CARTESIAN COORDINATES (ANGSTROEM)
H  -2.673  -0.024  -1.263  0.178
H  1.674  1.789  0.261  0.201
N  1.767  -0.610  0.105  -0.506
N  -0.513  -0.512  -0.166  -0.198
N  0.720  1.465  -0.075  -0.713
H  2.655  -0.238  -0.392  0.246
C  0.681  0.186  -0.049  0.590
H  -2.532  -0.571  1.335  0.160
C  -1.790  0.184  0.055  -0.764
H  -0.610  -1.582  -0.154  0.242
H  -1.155  1.548  0.324  0.337
H  1.776  -1.636  0.018  0.228

***

(b)
Molecular formula: C2H7N3
Method: DFT, wB97M-V/def2-TZVPD

Summary:
SMILES ... [H]/N=C(/C)NN
Kohn-Sham gap ... 10.18 eV
Total charge ... 0
E_LUMO ... 1.01 eV

Last column: Mulliken charge in e.
CARTESIAN COORDINATES (ANGSTROEM)
H  -0.638  -0.201  2.328  0.244
N  1.330  -0.594  0.618  -0.697
N  0.069  -0.379  -2.028  -0.798
N  -0.431  0.106  -0.818  0.050
H  1.006  -0.015  -2.143  0.261
C  0.209  -0.038  0.377  0.586
H  -0.004  1.424  1.937  0.228
H  0.120  -1.393  -1.970  0.260
H  1.752  -0.982  -0.222  0.222
H  -1.539  0.914  1.275  0.305
C  -0.552  0.571  1.543  -0.873
H  -1.324  0.585  -0.896  0.212

***

Q: Which of them is the most stable? A: (b).

***

(a)
Molecular formula: C7H8N2O2
Method: DFT, wB97M-V/def2-TZVPD

Summary:
Kohn-Sham gap ... 7.81 eV
Total charge ... 0
E_LUMO ... -0.86 eV

Last column: Mulliken charge in e.
CARTESIAN COORDINATES (ANGSTROEM)
H  -0.945  1.350  -2.855  0.250
O  0.538  -2.856  3.131  -0.472
H  -0.993  -1.980  -0.798  0.336
C  0.377  1.069  -0.182  0.515
H  -1.305  -0.382  -2.801  0.398
C  0.935  0.945  1.121  -0.770
C  -0.701  -1.131  -0.120  -0.700
H  1.592  2.823  -0.633  0.283
H  0.241  2.774  -1.519  0.237
O  -1.521  -2.910  2.003  -0.442
N  -0.397  -2.336  2.139  0.614
H  0.232  -0.055  3.137  0.212
N  0.868  2.064  -0.999  -0.593
C  0.382  -0.076  1.860  -0.254
H  0.535  -0.330  -2.942  0.230
C  -0.515  0.289  -2.366  -1.227
C  -0.346  -0.006  -0.809  0.521
H  1.270  1.911  1.445  0.333
C  -0.248  -1.162  1.186  0.530

***

(b)
Molecular formula: C7H8N2O2
Method: DFT, wB97M-V/def2-TZVPD

Summary:
SMILES ... C/C=C/c1cc(=O)[nH]c(O)n1
Kohn-Sham gap ... 9.57 eV
Total charge ... 0
E_LUMO ... 0.58 eV

Last column: Mulliken charge in e.
CARTESIAN COORDINATES (ANGSTROEM)
C  2.243  1.381  0.009  0.378
H  0.175  2.102  0.097  0.341
N  2.872  0.179  -0.081  -0.014
H  -3.715  -1.008  -0.673  0.267
C  0.798  1.249  -0.056  -0.644
H  2.533  -2.792  0.051  0.362
O  3.132  -2.077  0.145  -0.481
H  -1.406  -1.272  -0.762  0.252
C  2.321  -1.012  0.017  0.497
C  -3.589  -0.068  0.038  -0.965
N  1.027  -1.201  0.106  -0.581
H  -1.947  1.362  0.701  0.322
C  -2.153  0.407  0.258  -0.022
C  0.345  0.005  -0.126  0.677
C  -1.169  -0.322  -0.301  -0.477
H  -4.074  -0.479  0.994  0.258
H  3.864  0.304  -0.159  0.208
O  2.908  2.386  0.043  -0.644
H  -4.163  0.854  -0.302  0.267

***

Q: Which of them is the most stable? A: (b).